{
  "formula": "C56H106O17",
  "method": "ωB97M-V/def2-TZVPD",
  "species": ["C", "C", "C", "O", "C", "H", "H", "H", "H", "H", "H", "H", "H", "C", "C", "C", "O", "C", "H", "H", "H", "H", "H", "H", "H", "H", "C", "C", "C", "O", "C", "H", "H", "H", "H", "H", "H", "H", "H", "C", "C", "C", "O", "C", "H", "H", "H", "H", "H", "H", "H", "H", "C", "C", "C", "O", "C", "H", "H", "H", "H", "H", "H", "H", "H", "C", "C", "C", "O", "C", "H", "H", "H", "H", "H", "H", "H", "H", "C", "C", "C", "O", "C", "H", "H", "H", "H", "H", "H", "H", "H", "C", "C", "C", "O", "C", "H", "H", "H", "H", "H", "H", "H", "H", "C", "C", "C", "O", "C", "H", "H", "H", "H", "H", "H", "H", "H", "C", "C", "C", "O", "C", "H", "H", "H", "H", "H", "H", "H", "H", "C", "C", "C", "O", "C", "H", "H", "H", "H", "H", "H", "H", "H", "O", "C", "O", "C", "C", "C", "H", "H", "H", "H", "H", "H", "O", "C", "O", "C", "C", "C", "H", "H", "H", "H", "H", "H", "O", "C", "O", "C", "C", "C", "H", "H", "H", "H", "H", "H"],
  "xyz": [[7.78, -6.89, -2.87], [7.36, -5.83, -1.86], [6.14, -6.49, -1.18], [6.33, -7.95, -1.41], [7.49, -8.20, -2.18], [8.82, -6.84, -3.17], [7.25, -6.77, -3.82], [6.95, -4.98, -2.42], [8.21, -5.52, -1.25], [5.28, -6.10, -1.72], [6.20, -6.28, -0.11], [7.23, -8.91, -2.96], [8.22, -8.68, -1.53], [9.09, 2.00, -0.19], [9.30, 3.08, -1.19], [7.93, 3.66, -1.24], [7.57, 3.72, 0.15], [8.27, 2.71, 0.89], [10.06, 1.64, 0.14], [8.61, 1.10, -0.59], [9.62, 2.71, -2.17], [9.89, 3.93, -0.84], [7.16, 3.05, -1.72], [7.86, 4.64, -1.72], [7.51, 2.08, 1.34], [8.98, 3.08, 1.63], [0.81, -7.63, 6.98], [-0.53, -6.86, 7.02], [-1.02, -6.82, 5.59], [0.24, -6.56, 4.89], [1.19, -7.48, 5.50], [0.64, -8.69, 7.14], [1.61, -7.22, 7.60], [-0.36, -5.87, 7.45], [-1.29, -7.37, 7.62], [-1.77, -6.07, 5.36], [-1.42, -7.73, 5.13], [2.20, -7.11, 5.34], [1.10, -8.36, 4.87], [6.26, 5.31, -8.65], [5.58, 3.97, -8.57], [5.52, 3.53, -10.02], [5.40, 4.77, -10.75], [6.20, 5.75, -10.03], [7.30, 5.14, -8.38], [5.90, 6.05, -7.94], [4.60, 4.08, -8.09], [6.06, 3.20, -7.96], [4.62, 2.96, -10.24], [6.40, 3.01, -10.40], [5.75, 6.74, -10.12], [7.17, 5.73, -10.51], [-9.19, -3.69, -1.56], [-9.43, -4.58, -0.36], [-8.10, -4.59, 0.43], [-7.23, -3.99, -0.49], [-7.73, -4.04, -1.80], [-9.24, -2.61, -1.41], [-9.86, -3.90, -2.39], [-9.65, -5.60, -0.67], [-10.29, -4.32, 0.26], [-7.60, -5.52, 0.68], [-8.10, -3.94, 1.31], [-7.54, -5.01, -2.27], [-7.19, -3.34, -2.45], [-3.68, -1.84, -10.41], [-2.75, -0.72, -10.78], [-2.19, -0.01, -9.57], [-2.86, -0.75, -8.55], [-3.23, -2.06, -9.00], [-3.68, -2.71, -11.07], [-4.71, -1.49, -10.42], [-3.29, -0.03, -11.43], [-1.89, -1.14, -11.31], [-2.54, 1.02, -9.65], [-1.10, -0.11, -9.49], [-3.96, -2.51, -8.32], [-2.33, -2.68, -8.93], [1.36, 8.14, -1.84], [0.39, 9.27, -1.62], [-0.96, 8.56, -1.77], [-0.69, 7.32, -2.42], [0.53, 6.89, -2.06], [2.06, 8.15, -1.00], [1.95, 8.33, -2.73], [0.53, 10.10, -2.31], [0.43, 9.66, -0.61], [-1.58, 9.15, -2.45], [-1.29, 8.40, -0.74], [1.00, 6.20, -2.77], [0.35, 6.33, -1.14], [-2.32, -11.45, -2.44], [-1.67, -10.23, -1.82], [-2.73, -9.13, -1.69], [-4.00, -9.79, -2.03], [-3.61, -10.84, -3.01], [-2.65, -12.17, -1.68], [-1.70, -11.96, -3.18], [-0.83, -9.91, -2.43], [-1.30, -10.34, -0.80], [-2.56, -8.28, -2.36], [-2.82, -8.72, -0.69], [-3.45, -10.32, -3.96], [-4.44, -11.54, -3.11], [3.31, 6.63, 6.76], [2.56, 6.57, 5.48], [1.51, 7.60, 5.73], [2.26, 8.64, 6.35], [3.25, 8.09, 7.15], [4.31, 6.23, 6.63], [2.79, 6.05, 7.52], [2.11, 5.63, 5.16], [3.24, 6.91, 4.69], [0.73, 7.31, 6.43], [1.01, 8.06, 4.88], [3.15, 8.29, 8.22], [4.21, 8.56, 6.91], [-3.15, 0.60, 9.23], [-4.17, 1.42, 9.94], [-3.49, 2.74, 9.78], [-2.96, 2.78, 8.50], [-2.48, 1.47, 8.19], [-3.61, -0.30, 8.83], [-2.42, 0.20, 9.94], [-4.35, 1.25, 11.00], [-5.10, 1.56, 9.38], [-2.67, 2.93, 10.47], [-4.18, 3.57, 9.97], [-1.41, 1.54, 8.40], [-2.66, 1.28, 7.13], [5.51, -0.73, 7.45], [5.50, -2.04, 6.65], [6.48, -2.93, 7.39], [7.45, -1.95, 7.83], [6.92, -0.65, 7.98], [4.83, -0.68, 8.30], [5.29, 0.13, 6.82], [5.85, -1.94, 5.62], [4.48, -2.41, 6.70], [6.89, -3.66, 6.70], [6.08, -3.46, 8.25], [7.47, 0.09, 7.40], [6.92, -0.36, 9.03], [-5.17, 3.94, 2.11], [-6.32, 3.95, 2.48], [-7.12, 4.93, 2.13], [-8.48, 4.62, 2.45], [-8.50, 3.16, 2.83], [-7.10, 2.92, 3.28], [-9.17, 4.92, 1.66], [-8.82, 5.25, 3.29], [-8.73, 2.54, 1.96], [-9.31, 2.98, 3.54], [-6.80, 1.89, 3.09], [-6.97, 3.16, 4.34], [2.04, -0.34, -2.46], [1.26, -0.48, -1.51], [1.57, -0.60, -0.27], [0.42, -0.55, 0.62], [-0.77, -0.85, -0.31], [-0.26, -0.43, -1.66], [0.37, 0.44, 1.07], [0.52, -1.33, 1.37], [-1.70, -0.38, 0.01], [-0.99, -1.92, -0.36], [-0.42, 0.62, -1.87], [-0.64, -1.01, -2.50], [-9.49, 4.62, -4.09], [-8.33, 4.47, -4.36], [-7.63, 3.46, -3.79], [-6.35, 3.33, -4.33], [-6.33, 4.30, -5.52], [-7.46, 5.23, -5.29], [-6.14, 2.30, -4.62], [-5.52, 3.49, -3.64], [-6.48, 3.77, -6.45], [-5.38, 4.82, -5.64], [-8.11, 5.58, -6.08], [-7.07, 6.13, -4.81]],
  "mulliken_charge": [-0.5076, -0.5909, -0.3818, -0.4231, -0.3712, 0.3451, 0.2545, 0.2873, 0.3139, 0.2937, 0.2681, 0.2347, 0.2773, -0.5785, -0.4326, -0.4550, -0.4072, -0.3508, 0.2893, 0.2785, 0.3238, 0.2404, 0.2708, 0.2832, 0.2710, 0.2672, -0.3892, -0.4977, -0.4051, -0.4076, -0.4795, 0.2348, 0.2981, 0.2359, 0.3103, 0.2858, 0.2681, 0.2586, 0.2875, -0.4560, -0.4870, -0.3882, -0.4172, -0.4015, 0.2245, 0.3160, 0.2316, 0.3130, 0.2684, 0.2750, 0.2638, 0.2576, -0.4517, -0.5349, -0.3405, -0.3990, -0.4270, 0.2486, 0.3113, 0.2500, 0.3388, 0.2573, 0.1994, 0.2641, 0.2837, -0.4553, -0.5465, -0.3713, -0.4143, -0.4370, 0.3128, 0.2340, 0.3090, 0.2508, 0.2566, 0.2834, 0.3195, 0.2580, -0.4371, -0.4634, -0.4694, -0.3865, -0.4595, 0.3083, 0.2089, 0.2492, 0.2579, 0.3029, 0.3120, 0.3062, 0.2707, -0.4729, -0.4336, -0.4215, -0.3976, -0.4550, 0.2376, 0.3043, 0.2785, 0.2561, 0.2407, 0.2749, 0.2675, 0.3209, -0.5617, -0.4061, -0.4245, -0.3997, -0.3727, 0.3214, 0.2523, 0.3273, 0.2332, 0.2414, 0.2753, 0.2692, 0.2448, -0.5619, -0.3999, -0.5525, -0.4080, -0.3506, 0.3131, 0.2737, 0.3072, 0.2355, 0.3098, 0.3337, 0.2252, 0.2744, -0.5153, -0.4604, -0.4031, -0.4215, -0.3816, 0.2728, 0.2881, 0.2744, 0.2841, 0.2763, 0.2702, 0.2582, 0.2580, -0.6206, 0.5253, -0.3353, -0.4347, -0.4729, -0.3272, 0.3161, 0.2631, 0.2562, 0.3076, 0.2788, 0.2437, -0.6426, 0.5211, -0.3295, -0.3498, -0.4674, -0.3997, 0.2709, 0.2866, 0.3249, 0.2473, 0.2180, 0.3200, -0.5928, 0.5199, -0.3341, -0.3549, -0.4913, -0.3592, 0.2498, 0.2626, 0.2412, 0.3462, 0.2921, 0.2207],
  "total_charge": 0,
  "total_energy_ev": -94589.206,
  "mol_weight_g_mol": 1051.4,
  "max_force_ev_per_a": 4.89,
  "e_above_lowest_ev": 2.475,
  "gap_ev": 9.6
}